Arrangement A

C5H11N in the gas phase. Source: the OMol25 dataset; level of theory: ωB97M-V/def2-TZVPD.

ORCA input file:
```
! wB97M-V def2-TZVPD RIJCOSX def2/J DEFGRID3
* xyz 0 1
N -0.4390 -0.4655 -0.2131
C -1.6724 -0.7386 0.4985
C 1.0039 1.3456 0.4687
C -0.1001 0.9150 -0.1171
C -0.5243 -0.8737 -1.6013
C 2.0339 0.4625 1.0882
H 2.1515 0.7080 2.1439
H -1.5532 -0.4394 1.5381
H -0.8094 1.6206 -0.5584
H 2.9987 0.6106 0.6046
H -2.5388 -0.2040 0.0769
H 1.7360 -0.5774 0.9909
H 1.2002 2.4092 0.5070
H 0.4336 -0.6858 -2.0839
H -1.3099 -0.3365 -2.1562
H -1.8729 -1.8089 0.4587
H -0.7377 -1.9416 -1.6458
*
```

The calculation puts the orbital gap at 0.363 hartree. The LUMO energy comes out at 1.1381 eV. The SMILES is C/C=C\N(C)C.

Arrangement B

C5H11N in the gas phase. Source: the OMol25 dataset; level of theory: ωB97M-V/def2-TZVPD.

ORCA input file:
```
! wB97M-V def2-TZVPD RIJCOSX def2/J DEFGRID3
* xyz 0 1
N 0.8967 0.5977 -0.0924
C 0.4095 0.6051 1.2751
C -0.4628 0.1397 0.1447
C -1.5817 1.0830 -0.2482
C -0.8209 -1.3041 -0.1982
C 1.9900 -0.2482 -0.5372
H -0.1347 -2.0566 0.1967
H 2.9154 0.2592 -0.2426
H 0.3177 1.6300 1.6590
H -1.2077 2.1070 -0.2806
H -0.8177 -1.3983 -1.2974
H 2.0470 -1.2874 -0.1601
H -1.8386 -1.5598 0.1213
H 1.9634 -0.2844 -1.6325
H -2.0203 0.8270 -1.2193
H -2.3781 1.0249 0.5055
H 0.7347 -0.1047 2.0401
*
```

The calculation puts the orbital gap at 0.357 hartree. The LUMO energy comes out at 1.0897 eV. The SMILES is CN1CC1(C)C.

Most stable: arrangement A

Arrangement A

A molecular structure, C5H6Br2. Source: the OMol25 dataset; level of theory: ωB97M-V/def2-TZVPD.

ORCA input file:
```
! wB97M-V def2-TZVPD RIJCOSX def2/J DEFGRID3
* xyz 0 1
Br -1.5248 2.0290 -0.0602
Br -2.8148 -1.3241 0.1145
C 0.3486 0.0056 1.1187
C 1.3195 0.6680 -0.7246
C -1.1401 -0.6431 -0.7352
C 1.7319 0.1349 0.4491
C -0.4535 0.4105 -0.0535
H -0.5539 -1.6144 -0.8643
H -1.3497 -0.5114 -1.7551
H 2.6247 0.2830 0.9758
H 0.1149 -0.9546 1.4386
H 1.3869 0.8185 -1.7646
H 0.3102 0.6980 1.8607
*
```

The calculation puts the orbital gap at 0.359 hartree. The LUMO energy comes out at 0.5963 eV.

Arrangement B

C5H6Br2 in the gas phase. Source: the OMol25 dataset; level of theory: ωB97M-V/def2-TZVPD.

ORCA input file:
```
! wB97M-V def2-TZVPD RIJCOSX def2/J DEFGRID3
* xyz 0 1
Br -2.7439 0.7874 -0.0995
Br 1.9814 1.1566 -0.1368
C 0.2712 0.1397 -0.1137
C 0.4200 -0.5689 1.1964
C 0.6149 -1.0563 2.2711
C -0.8471 1.3201 -0.1685
C 0.2479 -0.8046 -1.2349
H -0.7385 1.9838 -1.0495
H 0.6931 -1.6240 3.1711
H -0.6396 1.9881 0.7308
H -0.6397 -0.7783 -1.8939
H 1.1888 -0.8259 -1.8909
H 0.1915 -1.7178 -0.7818
*
```

The calculation puts the orbital gap at 0.384 hartree. The LUMO energy comes out at 0.4612 eV. The SMILES is C#C[C@](C)(Br)CBr.

Most stable: arrangement B

Arrangement A

2 unconnected molecules or ions with the total composition C2H2O3. Source: the OMol25 dataset; level of theory: ωB97M-V/def2-TZVPD.

ORCA input file:
```
! wB97M-V def2-TZVPD RIJCOSX def2/J DEFGRID3
* xyz 0 1
O 2.0557 0.0246 -0.6700
O -2.7337 -1.2656 0.5878
O -1.9214 0.6900 -0.2649
C 1.5592 0.4386 0.4591
C -2.3363 -0.2580 0.2279
H 2.4584 0.8200 -1.2012
H 0.9180 -0.4496 0.8612
*
```

The calculation puts the orbital gap at 0.339 hartree. The LUMO energy comes out at 0.4856 eV.

Arrangement B

3 unconnected molecules or ions with the total composition C2H2O3. Source: the OMol25 dataset; level of theory: ωB97M-V/def2-TZVPD.

ORCA input file:
```
! wB97M-V def2-TZVPD RIJCOSX def2/J DEFGRID3
* xyz 0 1
O 1.4842 -2.2312 1.4715
O -0.0781 1.4225 -0.1613
O -2.1733 -0.4457 -1.3422
C 1.3342 -1.2942 0.8552
C -1.5492 -0.6557 -0.3996
H 0.5960 1.4364 0.5679
H 0.3862 1.7679 -0.9915
*
```

The calculation puts the orbital gap at 0.449 hartree. The LUMO energy comes out at 0.7419 eV.

Arrangement C

2 unconnected molecules or ions with the total composition C2H2O3. Source: the OMol25 dataset; level of theory: ωB97M-V/def2-TZVPD.

ORCA input file:
```
! wB97M-V def2-TZVPD RIJCOSX def2/J DEFGRID3
* xyz 0 1
O 1.2417 1.3510 0.2001
O 2.2548 -0.6354 0.0605
O -1.1984 -0.5118 -0.8683
C 1.6327 0.2805 0.1520
C -0.6190 -0.3871 0.2798
H -2.0957 -0.3589 -0.8187
H -1.2161 0.2617 0.9946
*
```

The calculation puts the orbital gap at 0.346 hartree. The LUMO energy comes out at 0.2165 eV.

Arrangement D

C2H2O3 in the gas phase. Source: the OMol25 dataset; level of theory: ωB97M-V/def2-TZVPD.

ORCA input file:
```
! wB97M-V def2-TZVPD RIJCOSX def2/J DEFGRID3
* xyz 0 1
O -1.5693 0.0786 -0.1254
O 1.6965 -0.6429 -0.1238
O 0.6228 1.3835 0.0245
C -0.6706 -0.6387 0.0664
C 0.7157 0.0626 0.0429
H -0.3082 1.5322 -0.1398
H -0.4869 -1.7754 0.2551
*
```

The calculation puts the orbital gap at 0.369 hartree. The LUMO energy comes out at -0.4188 eV. The SMILES is O=CC(=O)O.

Most stable: arrangement D

Arrangement A

C2H2O3 in the gas phase. Source: the OMol25 dataset; level of theory: ωB97M-V/def2-TZVPD.

ORCA input file:
```
! wB97M-V def2-TZVPD RIJCOSX def2/J DEFGRID3
* xyz 0 1
O 0.5581 -1.0001 -0.4546
O -1.7422 -0.3487 0.2894
O -0.9291 -0.4423 1.5186
C 0.6952 0.3928 -0.3590
C -0.4112 -0.3143 0.2685
H 0.3455 0.7032 -1.3397
H 1.4838 1.0094 0.0767
*
```

The calculation puts the orbital gap at 0.439 hartree. The LUMO energy comes out at 0.7958 eV. The SMILES is C1OC12OO2.

Arrangement B

2 unconnected molecules or ions with the total composition C2H2O3. Source: the OMol25 dataset; level of theory: ωB97M-V/def2-TZVPD.

ORCA input file:
```
! wB97M-V def2-TZVPD RIJCOSX def2/J DEFGRID3
* xyz 0 1
O -3.2722 -0.2991 -0.8795
O -0.9472 -0.1412 0.5540
O -3.5394 0.6263 0.2002
C -0.7392 0.7619 -0.2426
C -3.2133 -0.5992 0.4323
H -1.4773 0.9850 -1.0559
H 0.1839 1.3199 -0.2531
*
```

The calculation puts the orbital gap at 0.398 hartree. The LUMO energy comes out at 0.2655 eV.

Arrangement C

C2H2O3 in the gas phase. Source: the OMol25 dataset; level of theory: ωB97M-V/def2-TZVPD.

ORCA input file:
```
! wB97M-V def2-TZVPD RIJCOSX def2/J DEFGRID3
* xyz 0 1
O -1.5645 0.0300 -0.0540
O 1.8053 -0.6065 -0.0341
O 0.6125 1.3954 -0.0344
C -0.5498 -0.6513 0.0358
C 0.7867 -0.0034 -0.0026
H -0.7093 -1.7215 -0.0571
H -0.3810 1.5573 0.1464
*
```

The calculation puts the orbital gap at 0.366 hartree. The LUMO energy comes out at -1.0434 eV. The SMILES is O=CC(=O)O.

Arrangement D

C2H2O3 in the gas phase. Source: the OMol25 dataset; level of theory: ωB97M-V/def2-TZVPD.

ORCA input file:
```
! wB97M-V def2-TZVPD RIJCOSX def2/J DEFGRID3
* xyz 0 1
O 0.8432 -0.6089 0.3702
O -0.5239 0.1423 -2.4629
O 1.1046 0.1580 1.5337
C -0.5717 0.0077 -1.2908
C -0.4469 -0.4475 -0.0477
H 0.8934 1.0820 1.2944
H -1.2987 -0.3338 0.6031
*
```

The calculation puts the orbital gap at 0.348 hartree. The LUMO energy comes out at 0.1838 eV. The SMILES is O=C=COO.

Most stable: arrangement C

Arrangement A

C4H5FS in the gas phase. Source: the OMol25 dataset; level of theory: ωB97M-V/def2-TZVPD.

ORCA input file:
```
! wB97M-V def2-TZVPD RIJCOSX def2/J DEFGRID3
* xyz 0 1
S 2.7259 0.5142 -0.1240
F -0.1247 2.2727 -0.1911
C -0.9491 -0.1505 -0.3357
C -0.1166 1.0201 0.3438
C 1.1515 0.1666 0.1471
C 0.1796 -1.0804 0.0326
H -0.3931 1.0905 1.4097
H 0.4246 -1.8035 -0.7269
H -0.9302 -0.0381 -1.4458
H -1.9900 -0.3943 -0.0504
H 0.0220 -1.5972 0.9406
*
```

The calculation puts the orbital gap at 0.310 hartree. The LUMO energy comes out at -0.4132 eV. The SMILES is F[C@H]1CCC1=S.

Arrangement B

C4H5FS in the gas phase. Source: the OMol25 dataset; level of theory: ωB97M-V/def2-TZVPD.

ORCA input file:
```
! wB97M-V def2-TZVPD RIJCOSX def2/J DEFGRID3
* xyz 0 1
S -1.8644 -0.0853 -0.0430
F 0.6249 1.7961 -0.2017
C 0.7378 0.5463 0.3854
C 0.6929 -1.5106 -0.0839
C -0.3625 -0.3749 0.1420
C 1.7553 -0.4312 -0.1599
H 1.0537 -2.0233 0.9274
H 2.0577 -0.1036 -1.1491
H 0.7357 -2.1575 -0.9559
H 0.8249 0.7917 1.4465
H 2.5935 -0.6858 0.5336
*
```

The calculation puts the orbital gap at 0.311 hartree. The LUMO energy comes out at -0.3980 eV. The SMILES is F[C@@H]1CCC1=S.

Arrangement C

C4H5FS in the gas phase. Source: the OMol25 dataset; level of theory: ωB97M-V/def2-TZVPD.

ORCA input file:
```
! wB97M-V def2-TZVPD RIJCOSX def2/J DEFGRID3
* xyz 0 1
S 1.7516 -1.1213 0.4448
F -1.5987 -2.1308 1.3740
C 1.2120 0.5477 0.2389
C -1.0990 -0.2872 -0.1414
C -0.8428 -1.2723 0.7180
C -0.0157 0.5200 -0.7140
H -0.3003 1.5484 -0.9559
H 0.9590 0.8579 1.2501
H 1.7818 1.2585 -0.4119
H 0.3342 0.0120 -1.5764
H -2.1821 0.0672 -0.2262
*
```

The calculation puts the orbital gap (alpha / beta) at 0.281 / 0.281 hartree. The LUMO energy (alpha / beta) comes out at -1.1331 / -1.1447 eV.

Most stable: arrangement A

Arrangement A

CH3NO3 in the gas phase. Source: the OMol25 dataset; level of theory: ωB97M-V/def2-TZVPD.

ORCA input file:
```
! wB97M-V def2-TZVPD RIJCOSX def2/J DEFGRID3
* xyz 0 1
O 2.3761 0.1878 0.1395
O -1.6254 -1.0145 -0.3714
O -0.9690 -0.1315 0.5665
N 1.3815 -0.2378 -0.3281
C 0.0885 0.6124 0.0926
H 0.2995 1.4098 0.9400
H -1.5620 -1.9262 -0.2094
H 0.0109 1.1000 -0.8296
*
```

The calculation puts the orbital gap at 0.330 hartree. The LUMO energy comes out at -0.0058 eV. The SMILES is O=NCOO.

Arrangement B

CH3NO3 in the gas phase. Source: the OMol25 dataset; level of theory: ωB97M-V/def2-TZVPD.

ORCA input file:
```
! wB97M-V def2-TZVPD RIJCOSX def2/J DEFGRID3
* xyz 0 1
O 0.4574 0.5983 -1.6740
O -1.0549 -0.1956 1.3138
O 1.2529 -0.1210 0.2887
N -0.9809 -0.2672 -0.1366
C 0.2313 0.1904 -0.5412
H 2.0472 0.1247 -0.2288
H -1.8199 -0.0136 -0.6464
H -0.1332 -0.3160 1.6245
*
```

The calculation puts the orbital gap at 0.383 hartree. The LUMO energy comes out at 0.5513 eV. The SMILES is O=C(O)NO.

Most stable: arrangement B